A molecular structure, C52H49BrCsF5N8O2 in a non-equilibrium geometry. Source: OMol25; level of theory: the ωB97M-V functional and the def2-TZVPD basis.

**HOMO**: -2.309 eV
**DFT total energy**: -154912.6088 eV
**Gap between HOMO and LUMO**: 0.2034 Ha
**Charge**: -2
**Relative energy (zero: lowest compared OMol25 entry of this formula, charge and spin)**: 122.1 kJ/mol
**Maximum force**: 3.02 eV/Å

Cartesian coordinates (Å):
Cs: 0.614 0.890 -1.197
Br: -2.488 -1.458 -4.480
F: 2.935 -3.365 -3.252
F: 3.838 -5.120 -1.361
F: 5.409 -5.822 -2.581
F: 4.998 -3.159 -2.400
F: 3.447 -6.190 -3.297
O: -1.736 -5.856 0.310
O: 0.643 3.001 0.762
N: -0.738 -4.798 -1.470
N: -4.917 -3.450 0.566
N: 2.284 -1.409 0.393
N: -1.946 -0.535 0.259
N: 4.909 -1.188 1.199
N: -4.336 0.514 1.248
N: 0.291 -0.368 1.739
N: 0.562 0.421 8.777
C: 2.272 4.724 1.118
C: 0.502 -5.560 -1.216
C: 4.583 -1.641 -0.015
C: -4.229 0.097 -0.012
C: 0.904 4.182 1.157
C: 4.250 -3.892 -3.405
C: -2.345 3.921 0.886
C: 1.539 -0.160 3.778
C: 0.054 1.388 8.016
C: -1.262 2.348 -5.875
C: 1.040 -0.754 6.747
C: -5.549 -3.083 -0.537
C: 1.442 -0.444 2.426
C: -1.296 3.406 3.126
C: -0.132 1.350 6.640
C: 2.562 -0.922 1.566
C: -1.259 2.129 -7.310
C: -1.874 -0.203 -6.901
C: 1.251 -4.987 -0.038
C: -1.798 -5.069 -0.640
C: -1.407 2.837 -3.169
C: -1.458 4.468 2.036
C: -0.758 -4.594 -3.924
C: 2.474 6.065 1.328
C: 1.093 -0.649 8.116
C: -3.763 -3.864 -1.934
C: 0.181 6.365 1.910
C: 0.343 0.121 4.468
C: 3.488 3.846 0.840
C: -4.997 -3.243 -1.821
C: -0.841 -0.055 2.360
C: -2.057 -0.029 1.512
C: -0.703 -3.883 -2.577
C: -1.895 0.008 -5.526
C: -1.570 1.543 -3.534
C: -3.221 0.500 1.983
C: 3.546 2.673 1.815
C: -0.101 5.030 1.663
C: 1.404 6.931 1.606
C: -1.557 1.292 -4.949
C: 3.258 -1.732 -0.427
C: -3.042 -0.480 -0.494
C: -3.083 -4.256 -0.775
C: -1.019 3.634 -5.390
C: -1.171 3.915 -4.076
C: 4.222 -5.243 -2.648
C: -0.814 0.215 3.739
C: 3.508 3.329 -0.632
C: 0.357 0.259 5.994
C: 3.915 -0.798 1.944
C: -1.484 0.847 -7.776
C: -3.725 -3.998 0.456
H: 4.257 2.602 -0.814
H: 4.345 4.508 1.072
H: 3.007 -2.057 -1.414
H: -2.236 3.273 3.644
H: 1.640 7.986 1.777
H: 0.243 -6.617 -1.059
H: 1.768 -4.069 -0.207
H: -2.458 4.639 0.054
H: 1.384 -1.579 6.140
H: -0.624 2.168 6.072
H: 3.692 4.197 -1.300
H: -3.386 3.653 1.284
H: 2.564 2.873 -0.837
H: -1.469 -3.143 -2.462
H: 4.110 -0.395 2.934
H: -3.245 0.885 2.998
H: -0.871 2.543 2.715
H: 3.438 6.551 1.171
H: 2.055 -5.673 0.220
H: 5.257 -1.983 -0.751
H: 1.521 -1.449 8.735
H: -1.429 0.601 -8.838
H: -0.334 -5.595 -3.815
H: 2.751 1.991 1.562
H: -5.476 -2.909 -2.756
H: -3.401 -4.082 -2.911
H: -2.000 5.322 2.454
H: -3.212 -4.173 1.406
H: 1.115 -5.463 -2.091
H: 0.625 -4.822 0.881
H: -1.766 0.387 4.238
H: 3.430 2.961 2.921
H: 0.230 -3.316 -2.538
H: -0.778 2.905 -7.931
H: -0.527 3.810 3.881
H: -0.332 2.292 8.494
H: -1.816 -4.640 -4.262
H: 2.511 -0.146 4.253
H: -0.857 4.464 -6.034
H: 4.512 2.185 1.788
H: -0.610 6.951 2.282
H: -6.514 -2.633 -0.422
H: -2.897 -0.897 -1.494
H: -2.160 -1.178 -7.275
H: -1.906 3.012 0.408
H: -5.175 0.049 -0.592
H: -1.380 3.183 -2.134
H: -1.014 4.889 -3.672
H: -0.125 -4.053 -4.617

Löwdin atomic charge list, values in e, 8 entries:
1 Cs 0.954
2 Br 0.803
3 F -0.123
4 F 0.087
5 F 0.111
6 F -0.151
7 F 0.054
8 O 0.028